ORCA calculation (ωB97M-V/def2-TZVPD) on a molecular structure, C40H35IrN8OS2Si in a non-equilibrium geometry.

## Properties
<S²> = 0.82
total charge = +3
lowest unoccupied orbital energy (alpha / beta) = -10.1 / -10.4 eV
DFT total energy = -3247.986413 hartree
relative energy (zero: lowest compared OMol25 entry of this formula, charge and spin) = 2.1476 eV
highest occupied orbital energy (alpha / beta) = -13.47 / -13.47 eV
spin multiplicity = 2

XYZ file:
```
88
C40H35IrN8OS2Si ωB97M-V/def2-TZVPD
Ir 0.253 -0.361 0.043
N 2.369 1.091 3.403
C 3.664 0.503 3.545
C 4.493 0.931 4.561
C 5.758 0.369 4.699
C 6.184 -0.610 3.819
C 5.340 -1.046 2.801
C 4.083 -0.492 2.674
S 2.995 -1.132 1.416
N 1.746 0.071 1.397
C 1.546 0.893 2.380
C 0.254 1.586 2.293
C -0.217 2.521 3.190
C -1.503 3.020 3.033
C -2.270 2.576 1.970
C -1.729 1.658 1.089
N -0.492 1.172 1.245
H 2.122 1.794 4.082
H 4.161 1.704 5.244
H 6.407 0.703 5.496
H 7.172 -1.037 3.917
H 5.662 -1.820 2.114
H 0.395 2.869 4.010
H -1.900 3.740 3.736
H -3.277 2.937 1.812
H -2.289 1.308 0.236
C -6.639 -12.016 -1.451
O -6.322 -11.356 -0.224
C -5.669 -10.195 -0.257
C -5.397 -9.616 0.991
C -4.727 -8.422 1.060
C -4.307 -7.766 -0.106
C -4.584 -8.350 -1.343
C -5.257 -9.552 -1.428
C -3.601 -6.507 -0.070
N -3.208 -5.814 -1.135
C -2.602 -4.714 -0.646
C -2.604 -4.702 0.744
N -3.248 -5.861 1.092
C -2.015 -3.667 1.502
C -1.968 -3.581 2.910
C -1.361 -2.506 3.501
C -0.784 -1.511 2.704
N -0.796 -1.565 1.382
C -1.408 -2.623 0.770
C -1.405 -2.616 -0.648
N -0.802 -1.547 -1.264
C -0.813 -1.493 -2.603
C -1.380 -2.490 -3.385
C -1.969 -3.579 -2.781
C -2.000 -3.649 -1.380
H -7.160 -12.923 -1.167
H -5.729 -12.268 -1.997
H -7.290 -11.393 -2.065
H -5.727 -10.135 1.879
H -4.534 -8.002 2.041
H -4.260 -7.845 -2.242
H -5.458 -9.990 -2.394
H -3.444 -6.188 2.023
H -2.409 -4.357 3.523
H -1.314 -2.412 4.576
H -0.304 -0.662 3.165
H -0.363 -0.628 -3.066
H -1.344 -2.396 -4.461
H -2.413 -4.381 -3.357
C 1.771 3.277 -6.066
Si 0.610 2.948 -4.662
C -0.945 2.087 -5.230
C 0.227 4.470 -3.658
C 1.494 1.707 -3.479
C 2.737 1.161 -3.792
C 3.346 0.208 -2.975
C 2.701 -0.199 -1.835
N 1.508 0.329 -1.489
C 0.939 1.247 -2.291
S -0.612 1.696 -1.631
H 1.312 3.991 -6.753
H 1.993 2.376 -6.642
H 2.715 3.714 -5.732
H -1.433 2.678 -6.008
H -1.664 1.958 -4.418
H -0.722 1.106 -5.658
H -0.129 5.270 -4.310
H 1.114 4.834 -3.137
H -0.552 4.281 -2.915
H 3.238 1.470 -4.701
H 4.305 -0.221 -3.228
H 3.123 -0.944 -1.178
```